Below is 2 unconnected molecules or ions with the total composition CH4N2O at a distorted geometry, with properties calculated with ωB97M-V with the def2-TZVPD basis set.

```
8
Properties=species:S:1:pos:R:3:forces:R:3:mulliken_charge:R:1
C -0.8145 0.3561 -1.0758 0.3619 1.3735 -0.9628 0.66
N -0.2572 -0.5649 -1.6376 -1.6884 1.2491 1.9434 -0.43
N 0.4141 -0.2829 1.2824 -0.1666 1.2353 -0.0942 -0.66
O -1.3227 1.3194 -0.5638 1.0300 -2.8449 -0.9595 -0.50
H 1.4167 -0.5179 1.2181 -0.9369 0.0856 0.7851 0.21
H 0.2643 -0.7606 -2.4537 0.1538 0.1831 -0.4816 0.27
H -0.0237 -0.2591 2.2082 0.9517 -0.6604 -0.1145 0.21
H 0.3231 0.7099 1.0222 0.2944 -0.6213 -0.1158 0.23
```
Forces are in eV/Å.

The calculation puts the strongest force on any atom at 3.17 eV Å⁻¹. The calculation puts the energy above the lowest of the compared OMol25 structures with the same formula, charge and spin at 1.2870 eV. The SMILES is N=C=O.N.